[1]
# C16H12N6PtS8

A structure of composition C16H12N6PtS8 (the ωB97M-V functional and the def2-TZVPD basis, OMol25).

The HOMO-LUMO gap (spin up / spin down) is 6.3 / 5.4 eV. As for the total charge: 0. Its multiplicity is 5.

The geometry in XYZ format:
```
43
Properties=species:S:1:pos:R:3:forces:R:3:lowdin_spin:R:1
C -1.371360 1.046801 -2.899390 0.04 0.03 -0.02 0.008
S -0.235977 -3.014232 3.789322 0.04 -0.05 0.04 0.050
H -0.024969 3.645516 2.012714 0.00 0.00 -0.02 0.000
H 1.487309 -5.330483 0.819292 0.02 0.02 -0.01 0.000
H 1.867921 -4.000070 1.942169 0.03 -0.01 -0.01 0.003
C -0.569431 2.352617 0.419474 -0.13 -0.08 -0.10 0.016
N 0.582224 1.359732 2.115264 -0.04 -0.17 -0.20 0.003
S 1.938313 -0.927828 1.373435 -0.07 -0.08 0.05 0.162
C 3.323997 0.180929 -4.168009 -0.08 -0.09 0.13 0.011
H 1.510211 1.039657 4.311681 0.00 0.00 0.00 0.002
Pt 0.501542 -0.316233 -0.546750 0.46 0.11 -0.21 1.253
C 1.705428 -2.041803 -4.601429 0.00 0.05 0.17 0.008
H -2.766205 1.735771 -4.369544 -0.01 0.00 -0.01 0.001
C -1.206724 2.221512 -0.916507 0.13 0.05 0.09 0.011
N 4.055815 0.512442 -4.989251 0.03 0.05 -0.05 0.026
N 0.073841 1.328146 0.853603 0.15 0.16 0.05 0.085
N -0.814563 1.210109 -1.705230 -0.25 -0.04 0.17 0.106
H -0.585658 4.481548 0.544065 0.00 0.01 0.01 0.001
C -1.135865 -1.714101 4.521991 0.08 0.11 -0.11 0.004
S 0.564599 -2.008378 -2.200347 -0.11 -0.04 0.11 0.412
S -0.268042 -3.778984 0.881696 0.02 -0.01 -0.03 0.152
C 1.099225 -4.698595 1.615275 -0.05 0.01 0.00 0.017
N 1.725373 0.260868 3.711916 0.04 -0.07 -0.02 0.016
C -1.543674 -1.626633 1.921803 0.04 -0.09 0.11 0.131
S 2.444763 0.672428 -1.707924 -0.12 0.04 0.09 0.516
S -1.070539 -1.394875 6.112561 -0.03 -0.04 0.06 0.160
C 1.620882 -1.357838 -3.338555 0.08 0.00 -0.14 0.106
C 1.347978 0.330323 2.412183 0.00 0.13 0.11 0.025
C -2.349439 1.897573 -3.386304 0.02 0.00 0.00 0.004
H -1.741422 3.690696 1.618845 -0.01 -0.02 0.00 0.000
H -1.012490 0.205005 -3.479452 -0.01 -0.01 -0.01 0.003
C -2.192111 3.108867 -1.332025 0.01 0.02 -0.04 0.004
H -3.540543 3.621399 -2.916704 -0.01 0.00 0.00 0.000
H -2.508612 3.909829 -0.680531 0.00 0.01 -0.01 0.001
C -0.696661 -2.729968 2.158977 -0.10 0.03 0.02 0.224
N 1.742311 -2.603846 -5.602902 0.00 -0.03 -0.07 0.023
H 0.769013 -5.332559 2.436178 -0.03 0.01 0.01 0.003
S -2.062488 -1.101237 0.434672 -0.18 -0.04 -0.14 0.342
C -2.769026 2.942110 -2.579939 0.01 -0.01 0.00 -0.001
H 2.453278 -0.378139 3.975696 -0.01 0.03 0.00 0.003
S -2.032062 -0.789165 3.367321 -0.06 0.02 0.08 -0.009
C 2.420901 -0.228432 -3.123403 0.09 -0.03 -0.20 0.115
C -0.737055 3.619536 1.194042 -0.02 -0.02 0.06 0.003
```
Forces are in eV/Å.



[2]
# C11H14N4

The ion C11H14N4 with charge +2 (the ωB97M-V functional and the def2-TZVPD basis, OMol25).

The HOMO-LUMO gap is 7.8 eV. The structure (SMILES) is C/[N+]1=C2\C=CC=C[C@@H]2NN=C=[NH+]/C=C\C1. As for the total charge: +2. Its multiplicity is 1.

The geometry in XYZ format:
```
29
Properties=species:S:1:pos:R:3:forces:R:3:mulliken_charge:R:1
N 0.355167 -0.724336 0.189270 0.67 2.08 0.72 0.139
C -0.743821 -0.062863 -0.089905 -1.92 -3.56 -2.44 0.820
N -0.677639 2.280746 0.314886 -0.30 2.05 0.01 0.211
C -2.807310 1.297289 0.755872 0.32 -3.40 -3.33 -0.935
H -0.300320 -2.566684 -0.289526 0.08 -1.07 0.10 0.548
C 1.330052 -0.228072 1.212440 1.76 -2.67 -1.35 -0.978
H -1.274132 -1.270216 -1.834729 -0.13 -0.38 0.08 0.592
H -4.711506 0.768275 -0.162740 0.84 -0.23 0.57 0.409
H 1.545692 -2.389116 0.217136 -1.15 -0.54 0.36 0.386
H 2.406056 1.112462 -2.367590 0.92 -0.46 -2.08 0.257
C 3.096043 0.846226 -0.347157 2.10 -0.06 -1.08 -0.400
C -1.683376 -0.633424 -1.066600 -0.49 0.36 0.06 -1.069
H 1.405654 -1.046002 1.975419 0.03 0.90 -0.58 0.571
H -1.145951 3.184976 0.493252 0.27 -0.96 0.17 0.310
C 1.165364 1.847937 -1.092654 -1.64 0.90 1.36 0.291
C -3.624698 0.572179 -0.049409 -0.22 0.52 -0.36 -0.551
H 1.120791 -2.059694 -1.370621 -1.33 0.31 1.07 0.324
N 0.438959 2.448173 -0.315075 1.09 -1.29 -1.72 -0.307
C -1.315485 1.007502 0.663002 0.66 2.60 5.12 0.841
H 1.036561 0.654576 1.634422 -1.41 2.07 1.39 0.405
H -3.082302 2.024240 1.434386 -0.70 1.49 1.20 0.578
H -1.025170 0.827907 1.819415 -0.50 0.11 -2.22 0.224
C 0.640955 -2.055309 -0.323733 2.30 0.58 -1.83 -1.199
H -3.711068 -1.153212 -1.512391 0.30 1.02 -0.15 0.435
N 2.241300 1.244673 -1.419964 -0.94 0.83 2.42 -0.075
C 2.759607 0.160857 0.697113 -1.78 -1.68 2.49 -0.190
H 3.532400 -0.080162 1.456911 -0.46 0.33 -0.75 0.407
H 4.148675 1.084657 -0.408368 -0.01 0.31 -0.68 0.431
C -3.057350 -0.418880 -1.004968 1.63 -0.17 1.45 -0.475
```
Forces are in eV/Å.



[3]
# C60H56I2N4P2Sb2Se2Y

A structure of composition C60H56I2N4P2Sb2Se2Y (the ωB97M-V functional and the def2-TZVPD basis, OMol25).

The HOMO-LUMO gap is 6.4 eV. As for the total charge: +1. Its multiplicity is 1.

The geometry in XYZ format:
```
129
Properties=species:S:1:pos:R:3:forces:R:3:mulliken_charge:R:1
H -5.936393 -0.664268 2.223675 0.04 0.00 -0.04 0.563
H -3.226281 -4.667832 1.487534 0.00 0.01 -0.01 0.568
H -0.733551 -3.910032 6.980301 0.02 0.01 -0.05 0.412
C -1.160458 5.100160 7.940088 0.05 -0.03 0.00 -0.640
H 0.301294 -3.909445 -4.790274 0.05 0.00 -0.03 0.541
H -3.720847 3.044150 3.472749 0.01 -0.02 -0.01 0.792
H -6.028835 7.302611 2.487034 0.02 -0.02 0.00 0.420
C -4.140481 6.350275 2.833863 0.01 -0.01 0.00 -1.226
C -3.490389 5.155903 3.114799 0.09 0.03 0.00 0.724
C 3.298849 3.273129 6.292560 0.01 -0.01 0.04 -0.892
C -4.223512 3.979844 3.255812 -0.07 0.03 -0.01 -0.194
Sb 1.152996 -3.117415 1.276241 0.72 -0.56 0.93 0.970
H -7.332598 5.220399 2.758745 0.04 0.00 0.00 0.399
C 2.406067 -1.426764 0.553194 -0.26 -0.12 0.15 -0.835
H 1.323340 -5.049397 6.204848 -0.03 0.03 -0.03 0.426
Se -0.665731 6.824445 2.596904 0.09 0.06 -0.06 -0.313
H -3.148899 4.296146 8.031840 0.04 -0.02 -0.02 0.446
C 1.264941 -4.391846 -4.909879 0.04 -0.05 -0.04 -0.083
Sb 1.443520 -4.218633 -1.790042 -0.08 -0.07 -0.70 1.089
C 4.187503 -6.320803 1.626773 -0.06 0.00 -0.03 -0.731
C -6.253871 5.201518 2.856865 -0.02 0.00 -0.01 -0.703
C -1.537789 0.237408 -3.734364 0.16 -0.10 0.16 -0.859
H 0.764614 5.964057 7.531144 -0.01 0.00 -0.01 0.463
H 0.137137 1.578462 7.039308 -0.06 0.00 0.02 0.469
H 1.284531 -1.468017 -1.892146 0.02 -0.03 -0.09 -0.096
C -5.603733 4.003719 3.129344 0.04 -0.07 0.01 -1.168
H -3.133667 1.610857 1.775353 -0.01 0.04 -0.02 -0.250
N -2.828522 -1.289653 1.296758 0.61 0.17 0.06 1.445
N -1.567159 3.661625 1.156643 0.08 -0.01 -0.07 -0.809
H 1.139086 -4.417226 -7.050998 0.02 -0.02 0.02 0.404
H 1.775977 -0.544295 0.365904 0.13 0.19 -0.03 0.729
C -3.839181 1.048362 1.157791 0.06 -0.10 0.12 -0.459
C -0.939424 1.178086 5.220567 -0.03 0.13 -0.12 1.444
C -1.305990 -2.744036 -1.711808 -0.16 -0.02 -0.08 1.512
C 3.918768 -3.662708 2.394546 0.00 -0.08 -0.11 0.012
H -3.554190 7.252331 2.707626 -0.03 0.01 0.00 0.385
C 3.718334 -5.659482 -5.239188 0.00 0.00 0.05 -0.576
I 0.110542 -0.729421 -4.647482 -0.11 0.07 0.04 0.142
H -1.824224 -4.018306 2.306955 0.05 0.00 0.02 -0.013
H -3.579259 1.222385 0.112903 0.01 0.04 -0.02 0.020
C -2.493221 4.549804 6.011708 0.07 -0.07 -0.03 -0.092
C -0.641816 -3.876535 -2.166966 0.14 0.01 0.07 -0.075
C 5.189569 -5.705770 2.361562 0.03 0.01 0.02 -0.544
C -0.530090 2.455923 2.684601 0.09 0.34 -0.14 -0.474
C -2.524010 -3.834357 1.491655 -0.09 0.08 0.04 -0.577
H -3.745068 -0.157829 7.511054 0.05 0.02 -0.02 0.434
H -1.042898 5.144146 9.016286 -0.01 0.02 -0.04 0.432
P -1.691409 5.171502 3.362308 -0.14 -0.03 0.12 0.395
H -3.422631 4.178126 5.604672 -0.02 0.01 -0.01 0.343
C 1.734287 -4.683634 -6.185401 -0.03 0.02 0.05 -0.785
H 3.696607 -0.926580 -1.054002 0.01 0.02 -0.01 0.573
C 2.835539 4.845208 4.527178 0.09 0.03 0.01 -0.635
C 3.249273 -5.372324 -3.962306 -0.08 0.05 -0.05 -0.589
H 2.194124 -4.651996 3.966634 0.04 -0.02 -0.02 0.331
H 3.880220 2.979244 7.157320 -0.01 0.00 -0.03 0.463
H -4.054470 -0.153607 5.039719 0.04 0.00 0.02 0.600
H 3.042782 5.780477 4.020675 -0.01 -0.05 0.01 0.456
P 0.332289 1.694629 4.043644 -0.10 0.00 -0.01 1.113
H 3.812304 -2.605949 -0.576470 0.01 0.00 0.01 0.244
H 5.833127 -3.896438 3.326774 -0.02 -0.02 -0.02 0.452
C -2.123655 0.682584 4.668657 0.03 0.05 0.05 0.995
C -0.496705 -2.610429 3.871977 0.17 -0.11 -0.01 0.287
C 0.674626 -3.221251 3.420818 -0.14 0.10 -0.16 0.750
C -3.136829 0.213182 5.485796 0.02 -0.04 0.01 -1.073
C 0.807321 -4.353834 5.553237 -0.03 -0.01 0.03 -0.804
C 1.306945 -4.120898 4.274541 -0.01 0.11 0.00 -0.425
C 2.135469 -2.156444 -1.896931 0.09 0.02 0.50 -0.676
H -2.343762 -0.476671 -3.620655 0.02 -0.04 -0.02 0.323
C -2.337170 4.615394 7.389247 -0.04 -0.13 0.01 -0.658
C 5.055841 -4.376617 2.745110 0.01 -0.01 0.00 -0.691
H -3.171061 -1.698634 -1.485649 0.00 -0.03 0.01 0.505
I -1.218419 1.178820 -1.824954 0.03 -0.09 -0.25 0.336
H 0.432919 5.967396 5.086143 -0.04 0.01 0.04 0.371
H -3.328302 -5.491800 -3.472786 0.00 0.03 0.02 0.405
H 3.322764 -5.545068 -7.343834 -0.01 0.02 0.03 0.380
H 2.274133 -6.085595 0.683150 0.01 -0.03 -0.02 0.476
C -5.523398 6.370807 2.706638 0.01 0.01 0.00 -0.603
C 2.921189 -4.275997 1.640390 -0.13 -0.09 -0.29 0.256
Y -0.735795 -0.545023 1.060949 -0.17 0.68 -0.02 -0.894
C -4.591467 -2.461404 2.082752 -0.03 0.04 0.04 -1.360
H -1.046083 -1.923816 3.229825 -0.18 -0.08 0.12 0.168
C -3.405444 -3.571734 -2.514162 -0.02 -0.03 -0.04 -0.902
C -1.474660 4.999773 5.170834 0.03 0.02 -0.08 0.811
C 3.561827 4.478576 5.650933 -0.03 0.00 -0.06 -0.603
C 2.302811 2.438099 5.817515 0.02 0.02 -0.01 -0.810
C -2.956706 0.211198 6.865437 -0.07 -0.02 -0.03 -0.928
H 2.133741 1.476183 6.286836 0.03 0.03 0.00 0.489
H 3.119211 -1.141154 1.320477 -0.02 0.13 0.03 0.697
H 6.074500 -6.263354 2.643581 -0.04 0.03 -0.02 0.408
H -1.919266 -2.351371 5.447402 0.01 0.00 0.00 0.570
H 4.348255 5.124453 6.020310 -0.02 -0.01 0.00 0.433
C -0.314139 5.530734 5.733951 -0.04 0.01 0.05 -0.523
H 4.672724 -6.155877 -5.364996 -0.03 0.01 0.00 0.400
H 1.264017 4.320063 3.173612 0.04 0.04 0.03 0.653
H -1.818029 1.058051 -4.382703 -0.08 0.03 0.03 0.537
C 2.960656 -5.315293 -6.349202 0.00 0.00 -0.02 -0.439
Se 1.341658 -0.019385 3.243474 -0.20 -0.13 -0.20 -0.012
C 1.827293 4.021774 4.049797 0.02 -0.12 -0.02 -0.639
H -6.170310 3.085831 3.242166 0.01 0.06 0.00 0.520
C 3.052250 -5.604323 1.260673 0.01 0.05 0.06 -0.672
C -1.773964 0.681858 7.414590 0.00 0.06 0.07 -0.910
C -1.006124 -2.842635 5.136392 -0.04 0.08 -0.07 -0.840
N -1.153456 2.562153 0.611277 0.01 0.03 -0.11 -0.442
H -4.473547 -3.457620 -2.647173 0.02 0.00 0.01 0.443
C -0.343209 -3.716135 5.988246 0.06 -0.05 0.03 -0.932
C -3.300105 -2.561711 1.653745 -0.09 -0.06 -0.04 0.469
C 2.023612 -4.730350 -3.791338 -0.04 0.01 0.10 0.072
H -0.738645 -1.944095 -1.235094 0.13 0.07 -0.08 -0.877
H -2.272124 0.674480 3.593991 -0.07 0.01 0.01 -0.805
H -1.979584 -3.865270 0.548416 0.02 -0.02 -0.04 -0.322
N -0.512524 1.798637 1.486270 -0.34 -0.25 0.20 0.603
H 4.283405 -7.360540 1.336692 -0.01 0.05 0.01 0.446
H 2.615483 -2.061526 -2.869423 0.00 -0.01 0.00 0.646
H 3.803227 -2.641319 2.734931 0.04 0.03 0.03 0.172
C -4.971027 -1.089948 1.990059 0.00 -0.06 0.04 -0.837
C -2.762722 -4.713306 -2.975603 0.04 -0.03 0.01 -0.781
C -1.393720 -4.868442 -2.795257 0.01 0.06 0.04 -0.544
H 3.843994 -5.650404 -3.098048 0.01 -0.02 -0.03 0.385
C -2.674791 -2.581293 -1.875103 -0.03 0.03 0.00 -0.539
H -1.639160 0.680360 8.489505 0.00 0.01 -0.05 0.526
H -5.209406 -3.286055 2.409654 0.05 0.04 -0.06 0.581
C -1.197981 3.656210 2.462671 -0.15 -0.33 0.09 0.703
C 1.549131 2.827523 4.708647 -0.05 -0.01 0.03 1.145
H -4.816856 1.496030 1.328305 -0.02 0.00 -0.01 0.397
H -0.902839 -5.766800 -3.154996 -0.06 0.00 -0.02 0.517
C -0.766041 1.179436 6.597856 0.00 0.04 0.02 -0.969
C -3.897430 -0.406305 1.500538 -0.10 0.02 0.09 0.019
C 3.101312 -1.795340 -0.758777 -0.16 -0.12 -0.11 -1.246
C -0.144781 5.554824 7.109143 -0.02 -0.02 -0.01 -0.734
```
Forces are in eV/Å.



The evaluated molar mass for the records listed, in turn: 739.93 202.26 1639.24 g/mol.
The evaluated max |F| for the records listed, in turn: 0.522 5.777 1.304 eV/Å.
The evaluated energy relative to the best compared isomer or geometry (same formula, charge and spin) for the records listed, in turn: 0.0 64.9 51.6 kcal/mol.